Computed, not measured: a cluster of 2 separate species, C4H7NO in total, with the ωB97M-V functional and the def2-TZVPD basis.

The molar mass is 85.11 g mol⁻¹. The HOMO-LUMO gap (alpha / beta) is 8.399 / 8.400 eV. For the largest force on an atom, the calculation gives 0.0075 Eh/bohr. For the energy relative to the best compared isomer or geometry (same formula, charge and spin), the calculation gives 5.537 eV. Its calculated total energy is -286.428166 hartree. For the highest occupied orbital energy (alpha / beta), the calculation gives -9.2 / -9.2 eV. As for the total charge: 0.

```
13
Properties=species:S:1:pos:R:3:nbo_charge:R:1
O 2.4859 -1.6058 -0.4444 -0.58
C 1.8161 -0.6007 -0.5004 0.54
N 0.9344 -0.2202 0.4827 -0.63
C 0.0295 0.8288 0.3271 -0.01
C -1.0010 1.0682 1.1484 -0.45
C -1.2014 -0.5694 -1.4067 -0.24
H 1.8474 0.1161 -1.3395 0.12
H 0.7954 -0.8844 1.2340 0.41
H 0.2645 1.5010 -0.4915 0.23
H -1.2114 0.4431 2.0125 0.20
H -1.6111 1.9543 1.0112 0.22
H -2.2487 -0.4740 -1.0521 0.09
H -0.8996 -1.5569 -0.9813 0.09
```

---

Computed, not measured: a structure of composition C27H29AlClP, with the ωB97M-V functional and the def2-TZVPD basis.

The molar mass is 446.94 g mol⁻¹. The HOMO-LUMO gap is 8.665 eV. For the largest force on an atom, the calculation gives 0.0327 Eh/bohr. Its calculated total energy is -2090.294628 hartree. For the highest occupied orbital energy, the calculation gives -8.0 eV. As for the total charge: 0.

```
59
Properties=species:S:1:pos:R:3:nbo_charge:R:1
C 0.4885 2.1389 -0.4585 -0.30
C -0.0675 1.4687 -1.5700 -0.29
C -1.3228 0.8939 -1.1832 -0.40
H 0.3496 1.4391 -2.5770 0.24
C -1.5716 1.2845 0.1939 -0.39
C -0.3861 1.9647 0.6734 -0.46
H -0.3154 2.4680 1.6356 0.26
H 1.3987 2.7442 -0.4401 0.24
H -2.0840 0.4841 -1.8479 0.26
H -2.5302 1.2626 0.7125 0.27
Al -0.0131 -0.1597 0.3532 1.68
Cl -1.2986 -1.7951 0.8168 -0.58
P -0.7144 -2.8157 -2.4137 0.81
C -2.3724 -2.9978 -3.1696 -0.24
C -2.5902 -3.1711 -4.5472 -0.25
H -1.7536 -3.1632 -5.2445 0.23
C -3.8918 -3.3603 -5.0226 -0.21
H -4.0508 -3.5087 -6.0900 0.21
C -4.9796 -3.3586 -4.1443 -0.22
H -5.9944 -3.5034 -4.5250 0.22
C -4.7604 -3.1629 -2.7712 -0.20
H -5.6040 -3.1671 -2.0822 0.21
C -3.4702 -2.9610 -2.2843 -0.24
H -3.2984 -2.7849 -1.2179 0.23
C 0.3325 -2.6114 -3.8998 -0.24
C 0.4259 -1.3051 -4.4251 -0.25
H -0.1210 -0.4857 -3.9493 0.21
C 1.1944 -1.0688 -5.5628 -0.20
H 1.2675 -0.0596 -5.9644 0.21
C 1.8703 -2.1254 -6.1946 -0.22
H 2.4671 -1.9368 -7.0910 0.22
C 1.7777 -3.4167 -5.6687 -0.21
H 2.2959 -4.2438 -6.1541 0.21
C 1.0304 -3.6655 -4.5124 -0.24
H 0.9889 -4.6714 -4.0960 0.23
C -0.3468 -4.5428 -1.9226 -0.24
C -1.1113 -5.6519 -2.3256 -0.24
H -2.0047 -5.5162 -2.9328 0.23
C -0.7144 -6.9393 -1.9481 -0.21
H -1.3004 -7.7950 -2.2800 0.21
C 0.4186 -7.1334 -1.1525 -0.21
H 0.7192 -8.1424 -0.8579 0.22
C 1.1642 -6.0215 -0.7291 -0.20
H 2.0502 -6.1670 -0.1119 0.21
C 0.7781 -4.7331 -1.0930 -0.24
H 1.3505 -3.8664 -0.7474 0.22
C 2.7677 1.5742 2.1499 -0.60
C 2.4196 0.0838 2.1599 -0.21
C 1.4209 -0.1993 3.2820 -0.60
C 1.8949 -0.4432 0.8076 -1.03
H 1.8791 2.2079 2.0691 0.19
H 3.4423 1.8144 1.3204 0.21
H 3.2818 1.8474 3.0843 0.21
H 3.3601 -0.4574 2.3794 0.19
H 0.4929 0.3694 3.1253 0.19
H 1.1614 -1.2616 3.3269 0.22
H 1.8263 0.0919 4.2612 0.21
H 2.1154 -1.5246 0.7904 0.23
H 2.4673 0.0128 -0.0072 0.23
```

---

Computed, not measured: the molecule C8H12O3S, with the ωB97M-V functional and the def2-TZVPD basis.

The molar mass is 188.25 g mol⁻¹. The HOMO-LUMO gap is 8.411 eV. For the largest force on an atom, the calculation gives 0.0740 Eh/bohr. As for the SMILES: CC1(C)C=CC(=O)O[S@@](C)(=O)=C1. For the energy relative to the best compared isomer or geometry (same formula, charge and spin), the calculation gives 3.859 eV. Its calculated total energy is -935.753688 hartree. For the highest occupied orbital energy, the calculation gives -8.2 eV. As for the total charge: 0.

```
24
Properties=species:S:1:pos:R:3:nbo_charge:R:1
C 0.9470 -2.0666 -0.9718 -0.60
C 0.3904 -1.0081 -0.0255 -0.16
C 1.7174 -0.8709 0.8584 -0.62
C -0.6605 -1.5467 0.9127 -0.03
C -1.7956 -0.8724 1.1633 -0.38
C -2.0293 0.4573 0.6928 0.80
O -2.9342 1.0291 0.1594 -0.52
O -0.9291 1.2975 1.1635 -0.76
S 0.1527 1.6719 0.0380 2.01
C -0.8041 2.9772 -0.9578 -0.81
O 1.3433 2.2886 0.6198 -0.90
C 0.0837 0.2215 -0.8548 -0.83
H 0.1116 -2.5485 -1.4974 0.21
H 1.6146 -2.8616 -0.5679 0.22
H 1.4100 -1.6718 -1.8374 0.23
H 2.0014 -1.8499 1.4191 0.20
H 1.6085 -0.0624 1.6784 0.23
H 2.5702 -0.8034 0.0805 0.23
H -0.2521 -2.4598 1.1978 0.22
H -2.4369 -1.3252 1.8037 0.24
H -1.8398 2.4806 -0.9228 0.29
H -0.5173 3.9586 -0.3870 0.26
H -0.3277 3.0226 -1.9567 0.24
H 0.5759 0.5426 -1.8084 0.24
```

---

Computed, not measured: the molecule C4H11N3O2, with the ωB97M-V functional and the def2-TZVPD basis.

The molar mass is 133.15 g mol⁻¹. The HOMO-LUMO gap is 10.150 eV. For the largest force on an atom, the calculation gives 0.0351 Eh/bohr. As for the SMILES: C[C@]1(O)O[C@H](N)C1(N)N. For the energy relative to the best compared isomer or geometry (same formula, charge and spin), the calculation gives 1.410 eV. Its calculated total energy is -473.750967 hartree. For the highest occupied orbital energy, the calculation gives -9.3 eV. As for the total charge: 0.

```
20
Properties=species:S:1:pos:R:3:nbo_charge:R:1
C 1.3211 -1.1551 -1.1389 -0.65
C 0.9763 -0.5088 0.1995 0.52
O 2.1488 -0.0511 0.7879 -0.72
O 0.2047 -1.3313 1.0405 -0.58
C -1.0437 -0.3783 0.8994 0.23
N -2.1603 -0.8561 0.2161 -0.83
C -0.1700 0.6200 0.1468 0.16
N -0.6587 0.9241 -1.1803 -0.86
N 0.1915 1.7396 0.9886 -0.86
H 0.6512 -1.9900 -1.3240 0.22
H 1.2356 -0.4417 -1.9538 0.21
H 2.3393 -1.5289 -1.0763 0.23
H 1.9200 0.2687 1.6721 0.49
H -1.2859 -0.1110 1.9301 0.19
H -1.9407 -1.0522 -0.7564 0.38
H -2.5772 -1.6629 0.6630 0.38
H 0.0033 1.5076 -1.6796 0.37
H -1.5558 1.3944 -1.1281 0.37
H 0.9869 2.2315 0.5935 0.37
H -0.5860 2.3814 1.0998 0.36
```